Model A:
16
Properties=species:S:1:pos:R:3:lowdin_charge:R:1 method="wB97M-V/def2-TZVPD" mol_weight_g_mol=77.1 smiles=CCO.CN
C 1.82869 -0.35999 -0.49473 -0.092
C 1.26502 -0.62705 0.89765 -0.326
O 0.20194 -1.55718 0.88763 -0.100
H 2.20893 -1.28275 -0.94189 0.073
H 1.04637 0.05563 -1.12779 0.047
H 2.64827 0.34609 -0.42648 0.070
H 2.06716 -0.99224 1.56308 0.110
H 0.84756 0.28626 1.32964 0.104
H 0.51303 -2.36730 0.46948 0.089
C -1.94099 1.39417 -0.00895 -0.195
N -1.32248 0.40483 -0.87256 -0.070
H -1.26153 1.62765 0.80164 0.058
H -2.10427 2.29875 -0.57186 0.060
H -2.89813 1.07552 0.43351 0.069
H -1.11542 -0.43104 -0.32755 0.031
H -1.98415 0.12866 -1.61084 0.073

=====

Model B:
16
Properties=species:S:1:pos:R:3:lowdin_charge:R:1 method="wB97M-V/def2-TZVPD" mol_weight_g_mol=77.1 smiles=CNC.CO
C -0.81514 1.02918 0.59750 -0.151
N -0.91097 -0.44950 0.49333 -0.180
C -1.56432 -0.80703 -0.75470 -0.158
H -0.44177 1.43245 1.52845 0.073
H -1.75248 1.55995 0.33089 0.078
H -0.13463 1.33264 -0.20149 0.062
H -1.53579 -0.62946 1.27598 0.093
H -2.15178 -1.72515 -0.75399 0.077
H -2.18916 0.01181 -1.16794 0.076
H -0.81453 -0.93647 -1.54107 0.069
C 2.04006 -0.21671 -0.29504 -0.196
O 2.40927 0.45166 0.89963 -0.112
H 2.94095 -0.72138 -0.64380 0.070
H 1.82099 0.50819 -1.09666 0.079
H 1.30935 -1.02116 -0.24542 0.062
H 1.78995 0.18098 1.57433 0.058

=====

Relative energies, kJ/mol: model A 0.0; model B 79.7.

=====

Model A:
16
Properties=species:S:1:pos:R:3:lowdin_charge:R:1 method="wB97M-V/def2-TZVPD" mol_weight_g_mol=77.1 smiles=CCCN.O
C 0.67833 0.27604 -1.98850 -0.083
C 1.29103 1.48504 -1.10683 -0.235
C 1.56587 0.88809 0.29109 -0.316
N 0.42805 0.19310 0.96041 -0.035
H 1.12573 -0.63150 -1.62739 0.052
H 0.91625 0.49947 -3.11936 0.103
H -0.35210 0.30733 -1.87717 0.024
H 2.08488 2.06864 -1.43146 0.059
H 0.61102 2.34581 -0.92310 0.099
H 1.88421 1.61500 1.12399 0.123
H 2.34897 0.06265 0.17918 0.113
H -0.16833 -0.36471 0.39991 0.026
H -0.24364 0.95306 1.18970 0.072
O -4.00097 -3.26638 2.26185 -0.117
H -3.56016 -3.81524 3.02710 0.095
H -4.60915 -2.61641 2.64059 0.022

=====

Model B:
16
Properties=species:S:1:pos:R:3:lowdin_charge:R:1 method="wB97M-V/def2-TZVPD" mol_weight_g_mol=77.1 smiles=CCCN.O
C 0.20146 -0.26995 -1.46427 -0.125
C -0.52946 -1.11856 -0.37695 -0.228
C -0.40984 -0.37231 1.03396 -0.269
N 0.65740 -1.00729 1.80385 -0.019
H 0.30908 -0.89030 -2.34844 0.066
H 1.12159 0.09013 -1.00191 0.067
H -0.38242 0.60777 -1.67291 0.035
H -1.58497 -1.07172 -0.65944 0.086
H -0.19976 -2.14878 -0.24089 0.090
H -1.38373 -0.36369 1.50698 0.100
H -0.09117 0.62481 0.74780 0.058
H 1.34584 -1.40995 1.19960 0.052
H 0.34343 -1.66147 2.49838 0.055
O 0.05079 2.34392 -0.84070 -0.071
H 0.48169 3.20415 -0.91988 0.057
H -0.56327 2.38627 -0.09929 0.047

=====

Relative energies, kJ/mol: model A 34.1; model B 0.0.

=====

Model A:
11
Properties=species:S:1:pos:R:3:lowdin_charge:R:1 method="wB97M-V/def2-TZVPD" mol_weight_g_mol=135.1 total_charge=-1
C 2.05104 -1.44174 -0.36497 0.150
C 1.26806 -0.63350 0.07279 -0.172
C 0.29057 0.21822 0.53185 -0.135
O -1.37281 -1.29801 -0.85839 -0.356
O -2.05526 -0.38731 1.30405 -0.369
O -1.93482 1.07364 -0.65729 -0.367
O 0.53005 2.12681 -0.29490 -0.205
S -1.44971 -0.13351 0.00419 0.412
H 2.73294 -2.17663 -0.67844 0.016
H 0.32469 0.58845 1.53934 0.094
H -0.38474 2.06358 -0.59824 -0.067

=====

Model B:
11
Properties=species:S:1:pos:R:3:lowdin_charge:R:1 method="wB97M-V/def2-TZVPD" mol_weight_g_mol=135.1 total_charge=-1
C -0.79794 -1.11986 0.12774 -0.536
C -0.68815 -0.19404 1.11391 -0.063
C -0.52990 -0.54795 -1.24922 -0.186
O -0.18194 0.87512 1.58308 -0.322
O -1.27245 -2.25527 0.22509 -0.058
O 0.82581 -0.09867 -1.42201 -0.095
O 2.03793 2.46687 2.34841 -0.754
S 1.66852 1.15621 1.64587 0.754
H -0.71270 -1.38353 -1.91162 0.109
H -1.12361 0.42666 -1.58293 0.155
H 0.77444 0.67447 -0.87834 -0.004

=====

Relative energies, kJ/mol: model A 0.0; model B 97.4.